{
  "formula": "C36H98N6O12",
  "method": "ωB97M-V/def2-TZVPD",
  "mol_weight_g_mol": 807.21,
  "fmax_ev_per_a": 3.1,
  "orbital_gap_ev": [7.10, 1.93],
  "s_squared": 0.754,
  "charge": 1,
  "spin_multiplicity": 2,
  "energy_ev": -72415.8977,
  "elements": ["C", "C", "O", "H", "H", "H", "H", "H", "H", "C", "C", "O", "H", "H", "H", "H", "H", "H", "C", "C", "O", "H", "H", "H", "H", "H", "H", "C", "C", "O", "H", "H", "H", "H", "H", "H", "C", "O", "C", "C", "N", "C", "C", "O", "C", "H", "H", "H", "H", "H", "H", "H", "H", "H", "H", "H", "H", "H", "H", "H", "C", "O", "C", "C", "N", "C", "C", "O", "C", "H", "H", "H", "H", "H", "H", "H", "H", "H", "H", "H", "H", "H", "H", "H", "C", "C", "C", "O", "C", "N", "H", "H", "H", "H", "H", "H", "H", "H", "H", "H", "H", "C", "C", "C", "O", "C", "N", "H", "H", "H", "H", "H", "H", "H", "H", "H", "H", "H", "C", "C", "C", "O", "C", "N", "H", "H", "H", "H", "H", "H", "H", "H", "H", "H", "H", "C", "C", "C", "O", "C", "N", "H", "H", "H", "H", "H", "H", "H", "H", "H", "H", "H"],
  "xyz": [[3.984413, -0.354140, -5.726598], [4.380603, -1.534460, -4.727408], [4.214453, -0.967260, -3.422348], [4.858733, 0.249300, -5.970568], [3.043373, 0.110780, -5.432678], [3.813143, -0.899290, -6.654808], [5.390723, -1.895250, -4.921268], [3.664613, -2.355380, -4.767047], [4.961313, -0.374940, -3.308608], [0.632593, -0.875230, -1.076297], [0.992323, -1.614160, -2.365058], [2.125293, -2.459420, -2.292667], [1.294373, -0.009140, -1.081887], [0.519883, -1.507010, -0.195247], [-0.387637, -0.539130, -1.261387], [1.213033, -0.935350, -3.188827], [0.115683, -2.163280, -2.708668], [2.955793, -2.015320, -2.478787], [0.543793, -2.107100, -5.945718], [-0.251747, -3.430260, -5.750238], [-1.203077, -3.544080, -6.793808], [-0.119207, -1.241920, -5.948268], [1.194443, -2.173600, -6.817688], [1.150083, -1.977790, -5.049178], [-0.822957, -3.422150, -4.821938], [0.413613, -4.293630, -5.753598], [-0.798797, -3.996560, -7.537738], [-1.597677, -5.031280, -1.056167], [-1.801417, -4.866300, 0.472013], [-0.548407, -4.419350, 1.036013], [-0.893357, -5.830490, -1.287047], [-1.137547, -4.140210, -1.483217], [-2.476687, -5.333740, -1.625337], [-2.127277, -5.773170, 0.981423], [-2.583827, -4.127600, 0.645923], [-0.737237, -4.134850, 1.933233], [5.726733, 3.028800, 2.907213], [4.795593, 3.442690, 1.903743], [4.216183, 2.364580, 1.214193], [3.118493, 2.860980, 0.174553], [1.857673, 3.227250, 0.941963], [0.981713, 2.146980, 1.300163], [0.339093, 2.558820, 2.582993], [1.253433, 2.758820, 3.716103], [1.506213, 1.585030, 4.473252], [5.886383, 3.755230, 3.704033], [6.717953, 2.644080, 2.667253], [5.253763, 2.213690, 3.454933], [3.682153, 1.726920, 1.918683], [5.062713, 1.816750, 0.800243], [3.079763, 2.123050, -0.626737], [3.507763, 3.710980, -0.385867], [2.103413, 3.715590, 1.791223], [1.466243, 1.176300, 1.405533], [0.254183, 1.882400, 0.532823], [-0.387557, 1.807090, 2.891182], [-0.138287, 3.508520, 2.341573], [0.589843, 1.298270, 4.989132], [2.262583, 1.807030, 5.226062], [1.886903, 0.752440, 3.881673], [-2.658907, 0.461850, 1.000293], [-2.923817, 1.238760, 2.161883], [-4.036807, 2.127680, 2.004243], [-3.926187, 3.145490, 3.084622], [-5.082307, 3.949410, 3.197022], [-5.028337, 4.976320, 4.186133], [-6.257227, 5.838700, 4.277862], [-6.251357, 6.597290, 3.065323], [-7.333677, 7.499410, 2.967292], [-3.502777, -0.181810, 0.751893], [-1.817827, -0.204740, 1.190893], [-2.260827, 1.059150, 0.180013], [-4.920227, 1.495120, 2.091093], [-4.113977, 2.569700, 1.010883], [-3.140037, 3.847460, 2.806543], [-3.757117, 2.641770, 4.036343], [-5.509407, 4.299270, 2.351283], [-4.228267, 5.716210, 4.162442], [-5.032297, 4.419400, 5.123102], [-6.282527, 6.456780, 5.175333], [-7.162947, 5.241520, 4.383462], [-8.258207, 7.066280, 3.349052], [-7.416657, 7.948290, 1.977483], [-7.133687, 8.391590, 3.560692], [-0.137727, -1.607750, 2.907803], [0.269213, -2.886700, 3.627703], [0.837513, -2.591460, 5.052212], [2.020683, -1.830770, 4.947532], [2.449493, -1.315230, 6.210672], [-0.919737, -3.764740, 3.690312], [-0.773327, -1.015490, 3.566093], [-0.658447, -1.755820, 1.961753], [0.758413, -1.015840, 2.721613], [1.015113, -3.410740, 3.030113], [1.052043, -3.504670, 5.607292], [0.046163, -2.129090, 5.642202], [3.452913, -0.903600, 6.102052], [2.417643, -2.020280, 7.041332], [1.814713, -0.453290, 6.416102], [-1.704667, -3.288330, 4.111043], [-0.726497, -4.639720, 4.156313], [-3.561757, -2.491570, -2.636717], [-3.712047, -1.405430, -3.686868], [-4.109527, -0.080950, -3.000658], [-5.531147, -0.278750, -2.710747], [-6.131977, 0.827100, -1.972637], [-2.461997, -1.253580, -4.390298], [-3.219997, -3.458300, -3.006487], [-4.451107, -2.689940, -2.038557], [-2.796067, -2.192870, -1.920767], [-4.487887, -1.701040, -4.393118], [-4.080457, 0.632550, -3.824178], [-3.495107, 0.176740, -2.137998], [-7.060337, 0.381770, -1.614987], [-6.302367, 1.765380, -2.500568], [-5.519727, 1.011750, -1.089937], [-2.041257, -2.104550, -4.735168], [-2.617337, -0.596440, -5.141388], [1.050313, 5.927170, -1.492797], [-0.120067, 4.954770, -1.541487], [0.217833, 3.628400, -2.274168], [0.569273, 3.819630, -3.611108], [0.712423, 2.622380, -4.336038], [-0.421507, 4.733340, -0.122597], [0.812693, 6.822060, -0.917647], [1.274383, 6.205410, -2.522587], [1.969243, 5.550940, -1.043227], [-0.922037, 5.433850, -2.103107], [-0.617407, 2.929750, -2.225637], [1.061343, 3.206690, -1.727587], [1.439323, 1.939300, -3.896567], [0.907253, 2.849130, -5.384238], [-0.270977, 2.152490, -4.321138], [0.357703, 4.314820, 0.365023], [-0.457417, 5.602380, 0.390793], [3.136283, -5.599440, 1.767153], [3.161253, -4.834160, 0.412133], [4.509713, -5.004050, -0.351497], [5.577613, -4.339670, 0.324573], [6.896613, -4.730120, -0.128787], [1.999963, -5.265860, -0.382927], [2.893133, -6.660580, 1.712663], [2.445953, -5.102350, 2.448662], [4.108813, -5.545490, 2.256402], [3.072623, -3.753960, 0.527893], [4.473203, -4.510130, -1.322487], [4.666573, -6.078150, -0.450437], [7.559513, -4.543190, 0.716033], [7.235083, -4.174590, -1.003387], [6.989313, -5.798410, -0.324407], [1.188733, -5.089350, 0.192263], [1.926843, -4.601780, -1.140387]],
  "forces_ev_per_a": [[0.7, -3.0, -0.4], [-1.3, 2.2, -0.6], [0.7, -0.5, 0.4], [-0.3, 0.6, 0.5], [0.4, 0.3, 0.1], [-0.3, 0.2, -0.4], [0.0, 0.0, 0.1], [0.1, 0.0, -0.2], [0.0, 0.2, 0.4], [-0.5, 0.1, -1.4], [0.5, -0.1, -0.3], [-0.6, -1.2, 0.6], [0.0, 0.0, 1.1], [0.8, 0.0, 0.0], [-0.2, 0.5, 0.0], [-0.4, 0.7, 0.2], [0.2, -0.6, 0.1], [0.0, 0.6, -0.1], [-0.2, -1.0, 1.2], [0.4, 1.1, -0.8], [-0.5, -0.3, -0.2], [-0.1, -0.1, -0.4], [-0.2, 0.2, -0.1], [0.4, 0.0, -0.1], [0.3, -0.1, 0.1], [0.1, 0.0, 0.2], [0.0, 0.0, 0.0], [0.4, -0.6, 0.5], [0.7, 0.3, -0.8], [-0.6, -0.3, -1.3], [0.3, -0.1, 0.4], [-0.3, 0.2, 0.1], [-0.3, 0.4, 0.3], [0.1, -0.3, -0.2], [-0.1, 0.3, 0.1], [-0.3, 0.0, 0.8], [-1.1, -0.8, 1.1], [0.8, 1.0, 0.5], [-0.4, 0.3, -0.8], [1.1, 0.3, 2.0], [1.5, -0.4, -2.0], [0.8, -1.0, 0.2], [-0.1, -0.6, 1.3], [-0.4, 0.2, -1.3], [-0.1, 0.2, -0.1], [-0.3, 0.7, -0.6], [0.0, 0.2, -1.1], [-0.1, -0.4, 0.1], [0.0, -0.3, 0.2], [-0.3, -0.4, -0.6], [-1.1, -0.5, 0.4], [-0.1, 0.5, 0.4], [0.6, 0.0, 0.0], [0.6, -0.2, 0.4], [-0.5, 0.6, -0.2], [-0.4, 0.1, 0.0], [-0.2, 0.2, 0.6], [-0.1, -0.3, 0.1], [0.0, 0.3, -0.1], [-0.1, -0.1, -0.2], [0.7, -0.4, 0.1], [-0.2, 1.0, -0.2], [0.3, -2.1, -0.7], [-0.5, -1.2, -0.1], [1.2, 2.4, -0.4], [-1.8, -0.1, 2.5], [-0.8, 0.4, -1.3], [0.0, -0.7, 0.3], [-0.1, 1.2, 0.5], [-0.2, 0.2, -0.3], [-0.1, 0.0, 0.6], [-0.6, 0.4, -0.3], [-0.5, 0.2, 0.3], [0.5, 0.2, -0.2], [0.6, 0.2, 0.3], [0.4, 0.3, 0.1], [-0.8, -0.4, -0.7], [0.8, -0.7, -0.6], [0.8, 0.1, 0.4], [0.6, 0.2, 0.0], [-0.3, -0.3, -0.4], [-0.1, -0.1, -0.4], [-0.1, -0.9, -0.3], [0.1, 0.0, 0.5], [0.5, 0.3, 0.4], [-0.4, -0.1, 0.6], [0.0, -0.4, -0.9], [0.1, -0.1, 0.5], [-0.2, 0.8, -0.8], [0.5, 0.3, -0.1], [-0.2, 0.1, 0.1], [0.1, -0.4, 0.1], [0.0, 0.1, -0.1], [0.2, 0.0, 0.1], [0.1, -0.5, -0.2], [-0.1, 0.7, 0.1], [0.1, -0.4, -0.1], [-0.1, -0.2, -0.2], [-0.2, 0.0, 0.5], [-0.1, -0.1, 0.2], [-0.1, 0.0, 0.2], [0.2, -0.3, 0.6], [0.2, -0.9, 0.9], [-2.0, -1.3, -1.9], [0.7, 1.7, 0.8], [0.5, -1.9, 0.1], [0.5, 1.1, 0.3], [-0.1, 0.1, -0.4], [-0.3, 0.2, -0.3], [0.2, 0.2, 0.1], [-0.5, 0.2, 0.2], [0.4, 0.8, 0.4], [-0.1, 0.0, 0.1], [-0.2, 0.4, -0.1], [0.1, -0.2, -0.4], [0.2, 0.3, 0.2], [-0.5, 0.1, -0.1], [0.4, -0.2, -0.3], [0.5, 0.3, -1.6], [1.3, 0.3, 0.5], [0.1, 0.3, 0.9], [0.5, 1.1, -0.3], [-1.1, 0.1, 0.1], [-1.9, -0.8, 0.5], [-0.3, 0.1, -0.2], [0.3, 0.4, 0.0], [-0.1, -0.5, 0.0], [-0.4, 0.0, 0.4], [-0.3, -0.1, 0.3], [0.2, -0.4, 0.2], [0.3, 0.0, 0.0], [0.4, 0.1, 0.2], [-0.1, -0.6, 0.0], [0.6, -0.7, -0.6], [-0.5, 0.6, -0.5], [0.6, 0.9, -0.2], [0.4, -0.3, 0.1], [-0.6, 0.2, 0.2], [0.6, -0.8, 0.1], [-0.8, 0.1, 0.9], [0.9, -0.2, -0.2], [-0.2, 0.1, -0.5], [-0.2, -0.1, 0.0], [0.1, 0.2, 0.0], [0.2, 0.3, 0.8], [-0.5, -0.4, -0.4], [0.4, -0.1, -0.2], [0.1, 0.3, -0.1], [-0.2, 0.1, -0.1], [-0.4, -0.1, -0.2], [-0.3, -0.1, 0.1], [-0.2, 0.1, -0.4]]
}